No. 1
The following is a DFT calculation (ωB97M-V/def2-TZVPD) of 2 unconnected molecules or ions with the total composition C3H5FS in a non-equilibrium geometry.

Results
charge = 0
energy above the lowest of the compared OMol25 structures with the same formula, charge and spin = 285.3 kJ/mol
E_tot = -615.2284 Ha
HOMO = -9.02 eV
HOMO-LUMO gap = 8.404 eV

Each line ends with the Mulliken charge.
Atoms and positions in Å:
C -1.76894 0.69574 -0.53319  -0.53
C -0.49793 1.13813 -0.61874  0.21
C 1.42929 -1.21021 0.69905  -0.74
F -0.13050 2.36079 -0.51284  -0.19
S 1.56260 -0.17400 -0.81054  -0.08
H -2.03679 -0.35518 -0.50820  0.26
H -2.56945 1.47552 -0.75248  0.23
H 2.32260 -1.13024 1.22321  0.32
H 1.05940 -2.19679 0.61726  0.30
H 0.62973 -0.60376 1.19647  0.23

=====

No. 2
The following is a DFT calculation (ωB97M-V/def2-TZVPD) of 3 unconnected molecules or ions with the total composition C23H35F7N4O7S in a non-equilibrium geometry.

Results
charge = 0
E_tot = -2740.3635 Ha
HOMO = -9.33 eV
HOMO-LUMO gap = 9.635 eV

Each line ends with the Mulliken charge.
Atoms and positions in Å:
H -5.68051 -0.21085 2.19467  0.25
N -5.74164 0.62345 1.61356  -0.57
C -4.98264 0.52998 0.59604  0.24
N -4.17557 -0.62456 0.31157  -0.40
N -4.92605 1.61190 -0.31764  -0.39
C -3.79202 2.53362 -0.04626  0.32
C -4.06990 3.35451 1.22405  -1.18
C -2.85752 3.35613 2.16101  -0.44
C -2.63622 1.98827 2.84729  -0.35
N -1.21578 1.88244 3.25981  0.57
C -0.48730 0.77634 2.62021  -1.60
C 0.21101 1.19028 1.31254  1.42
C 0.85070 2.57567 1.34752  -1.58
O 1.14078 0.15536 1.05575  -0.36
C 1.68790 0.19597 -0.26771  -0.83
C 3.10839 0.73628 -0.22766  0.57
C 4.06811 0.15721 0.55354  -0.33
C 5.32996 0.69715 0.58525  -0.78
C 5.59337 1.80821 -0.16026  -0.38
C 4.64800 2.39545 -0.94970  -0.77
C 3.38809 1.84326 -0.97907  -0.11
S -1.04700 1.91135 4.87872  1.10
O -1.61286 3.10341 5.38026  -0.60
O -1.37617 0.68423 5.50395  -0.60
F 0.49847 2.05875 4.98197  -0.22
H -4.52529 -1.07626 -0.53021  0.21
H -4.31288 -1.29827 1.05760  0.23
H -4.82230 1.28229 -1.27309  0.18
H -3.72758 3.21132 -0.89583  0.50
H -2.83592 1.99378 0.00716  -0.31
H -4.95598 3.01227 1.75612  0.49
H -4.23917 4.39211 0.92961  0.36
H -2.85307 4.16425 2.89291  0.40
H -1.96534 3.51237 1.54417  0.14
H -3.33111 1.93768 3.68595  0.49
H -2.86068 1.23710 2.09333  -0.18
H -1.16703 -0.04206 2.36891  0.19
H 0.26214 0.32985 3.27487  0.75
H -0.56202 1.19176 0.52691  -0.29
H 0.95036 2.99916 0.34569  0.24
H 0.29832 3.29974 1.94229  0.54
H 1.86846 2.49773 1.73826  0.34
H 1.75004 -0.84721 -0.58975  0.43
H 1.07943 0.78488 -0.95491  0.30
H 3.76591 -0.71168 1.12594  0.51
H 6.07260 0.24186 1.22735  0.42
H 6.58591 2.24528 -0.11184  0.37
H 4.85620 3.28793 -1.52427  0.39
H 2.61820 2.28987 -1.59679  0.35
C -4.39833 -1.51017 -6.79787  -1.11
C -4.22982 -2.02193 -5.38381  -0.22
O -3.23988 -1.25575 -4.66868  -0.28
C -3.65185 -0.10753 -4.15350  0.21
O -4.75651 0.34645 -4.22467  -0.53
C -2.50197 0.56256 -3.39010  1.05
F -1.35494 0.52931 -4.07836  -0.27
F -2.28352 -0.04600 -2.21720  -0.26
F -2.76895 1.83870 -3.11931  -0.25
H -3.43820 -1.49448 -7.31461  0.30
H -5.08771 -2.14614 -7.35185  0.38
H -4.78724 -0.49208 -6.80345  0.32
H -3.86181 -3.04575 -5.39625  0.32
H -5.17378 -2.02033 -4.83980  0.32
C 5.83381 -4.99655 2.82701  -1.09
C 4.92583 -5.48424 1.71864  -0.23
O 4.84392 -4.51980 0.65286  -0.30
C 5.84170 -4.53297 -0.22302  0.33
O 6.78771 -5.26288 -0.20429  -0.52
C 5.58498 -3.48262 -1.31294  0.87
F 5.17657 -2.32107 -0.79060  -0.17
F 4.63412 -3.90254 -2.16163  -0.27
F 6.68099 -3.24400 -2.02758  -0.25
H 5.51001 -4.01750 3.18222  0.28
H 5.82394 -5.69639 3.66191  0.38
H 6.86026 -4.89199 2.47589  0.32
H 3.91033 -5.60401 2.09101  0.33
H 5.24757 -6.44989 1.33016  0.33

=====

No. 3
The following is a DFT calculation (ωB97M-V/def2-TZVPD) of a single C3H9N3O molecule in a non-equilibrium geometry.

Results
charge = 0
energy above the lowest of the compared OMol25 structures with the same formula, charge and spin = 592.7 kJ/mol
E_tot = -359.0187 Ha
HOMO = -7.55 eV
HOMO-LUMO gap = 8.462 eV

Each line ends with the Mulliken charge.
Atoms and positions in Å:
C -0.22647 -1.89565 0.14007  -1.38
C -0.03139 -0.41427 -0.08983  1.31
N 1.10098 0.17498 0.71343  -0.16
N 0.80510 1.24212 1.60383  -0.70
C 0.19369 0.06516 -1.47219  -0.94
N -1.22940 0.29005 -0.45096  -0.44
O -1.14838 1.72753 -0.20159  -0.38
H -1.01770 -2.04933 0.87791  0.28
H -0.52416 -2.42046 -0.77097  0.32
H 0.69570 -2.36665 0.49412  0.34
H 2.06994 0.04774 0.42983  0.24
H 0.73969 2.10282 1.05542  0.27
H -0.14506 1.13141 1.95880  0.32
H 0.22059 -0.65176 -2.28323  0.28
H 0.58012 1.04636 -1.71113  0.30
H -2.08325 1.96997 -0.29350  0.34

=====

No. 4
The following is a DFT calculation (ωB97M-V/def2-TZVPD) of a single C5H10N2O molecule in a non-equilibrium geometry.

Results
charge = 0
energy above the lowest of the compared OMol25 structures with the same formula, charge and spin = 269.3 kJ/mol
E_tot = -381.1829 Ha
HOMO = -9.59 eV
HOMO-LUMO gap = 10.453 eV

Each line ends with the Mulliken charge.
Atoms and positions in Å:
H 0.73276 -0.16874 2.43117  0.23
N 0.45315 0.29658 1.66198  -0.56
C 0.46173 -0.28284 0.54965  0.32
O 0.89234 -1.47566 0.09687  -0.29
C 1.01563 -2.40534 1.09883  -0.84
C -0.06773 0.72082 -0.73315  0.67
C 0.19900 2.12055 -0.45604  -1.56
C -1.49682 0.50284 -1.04442  -0.08
N -1.84564 0.02289 -2.17056  -0.61
H -2.80485 -0.17804 -2.38152  0.23
H 1.92605 -2.25369 1.68190  0.34
H 1.33504 -3.41005 0.55312  0.21
H 0.02609 -2.51263 1.57637  0.38
H 0.57249 0.38407 -1.55474  0.15
H -0.57318 2.65671 0.05296  0.35
H 0.39672 2.77190 -1.33995  0.35
H 0.99167 2.23247 0.21576  0.42
H -2.21444 0.97816 -0.23824  0.28

=====

No. 5
The following is a DFT calculation (ωB97M-V/def2-TZVPD) of a molecular structure, C30H34BrN2O3Ti.

Results
charge = +1
energy above the lowest of the compared OMol25 structures with the same formula, charge and spin = 0.0 kJ/mol
E_tot = -4922.2779 Ha
HOMO = -10.95 eV
HOMO-LUMO gap = 7.370 eV

Each line ends with the Mulliken charge.
Atoms and positions in Å:
Ti -0.66173 -1.62714 0.66532  -0.15
O -0.56173 -1.14631 2.44226  -0.19
C -1.27725 -1.36196 3.54506  0.51
C -0.70435 -1.22088 4.80313  -0.71
C -1.48259 -1.45283 5.92278  -0.42
C -2.82851 -1.81345 5.82087  -0.76
C -3.39561 -1.93988 4.57338  -1.03
C -2.62852 -1.72132 3.41762  0.62
C -3.26680 -1.85936 2.13741  0.14
N -2.71814 -1.74767 0.97696  0.52
C -3.57600 -1.96568 -0.21339  -0.88
C -2.72004 -1.87233 -1.47697  -0.62
N -1.44029 -2.46720 -1.12121  0.50
C -0.95773 -3.47535 -1.74583  -0.19
C 0.13912 -4.28621 -1.25772  0.71
C 0.73865 -5.22608 -2.10651  -0.73
C 1.68971 -6.09615 -1.62033  -0.73
C 2.01672 -6.06630 -0.26298  -0.49
C 1.41712 -5.17125 0.60509  -0.50
C 0.49035 -4.26356 0.10364  0.36
O -0.10191 -3.38553 0.92750  -0.76
H 0.33554 -0.93739 4.88032  0.50
H -1.03234 -1.35013 6.90173  0.41
H -3.41503 -1.98897 6.71080  0.43
H -4.43839 -2.21462 4.46905  0.41
H -4.33206 -2.09759 2.17223  0.37
H -4.37704 -1.22586 -0.23125  0.50
H -4.01618 -2.96182 -0.13663  0.51
H -2.56282 -0.83619 -1.77172  0.04
H -3.19955 -2.40841 -2.29830  0.52
H -1.43020 -3.79020 -2.67876  0.36
H 0.44785 -5.25837 -3.14971  0.42
H 2.16695 -6.80760 -2.27875  0.42
H 2.75027 -6.76184 0.12380  0.42
H 1.65675 -5.15076 1.65876  0.49
C 4.68717 3.59406 -0.76704  -1.62
C 3.60044 3.50875 -1.84695  2.07
C 3.11285 4.92167 -2.15827  -2.15
C 4.20212 2.90597 -3.12329  -1.62
C 2.46802 2.60578 -1.35392  -0.39
C 2.74990 1.28312 -1.01530  -0.29
C 1.71592 0.48272 -0.59030  0.22
Br 2.03573 -1.30452 -0.05464  -0.15
C 0.40260 0.92360 -0.48812  0.38
O -0.52991 0.01899 -0.08792  -0.08
C 0.09455 2.25394 -0.77427  -0.98
C 1.15683 3.04935 -1.21448  -0.23
C -1.30829 2.82660 -0.55473  2.42
C -2.35866 2.05394 -1.36372  -1.23
C -1.65527 2.74646 0.94022  -1.49
C -1.38402 4.29458 -0.97746  -2.43
H 5.50165 4.23627 -1.10669  0.45
H 5.11423 2.61538 -0.54349  0.33
H 4.29152 4.00870 0.16172  0.37
H 3.95105 5.52502 -2.50855  0.44
H 2.70049 5.41527 -1.27600  0.41
H 2.35395 4.92798 -2.94324  0.40
H 5.01854 3.53304 -3.48579  0.45
H 3.45467 2.82916 -3.91493  0.37
H 4.60804 1.90906 -2.94484  0.33
H 3.75428 0.88858 -1.07783  0.49
H 0.94514 4.07833 -1.45651  0.59
H -2.52605 1.06418 -0.94594  -0.23
H -2.06462 1.94636 -2.41001  0.35
H -3.30747 2.59317 -1.33417  0.53
H -1.62097 1.72255 1.31114  0.06
H -2.66254 3.13645 1.10351  0.43
H -0.96298 3.34614 1.53357  0.39
H -1.17753 4.42862 -2.04105  0.45
H -0.69368 4.92178 -0.41183  0.46
H -2.39192 4.66512 -0.78651  0.46

=====

No. 6
The following is a DFT calculation (ωB97M-V/def2-TZVPD) of 6 unconnected molecules or ions with the total composition C13H37O6S5 in a non-equilibrium geometry.

Results
charge = -1
energy above the lowest of the compared OMol25 structures with the same formula, charge and spin = 282.2 kJ/mol
E_tot = -2959.5728 Ha
HOMO = -2.21 eV
HOMO-LUMO gap = 4.091 eV

Each line ends with the Mulliken charge.
Atoms and positions in Å:
C -26.69527 4.87948 3.78043  -1.37
C -27.28042 3.59355 4.57544  0.43
C -26.06912 2.69491 4.78739  -1.13
O -27.90654 3.99692 5.81540  -0.93
H -27.39225 5.69848 3.95804  0.36
H -26.47595 4.77454 2.71788  0.34
H -25.85412 5.43244 4.19852  0.35
H -28.06566 3.18283 3.94073  0.13
H -25.61537 2.23265 3.91074  0.29
H -26.30694 1.78134 5.33228  0.27
H -25.33790 3.37128 5.23005  0.27
C -15.78802 6.17662 8.69575  -0.93
S -17.35065 5.60863 7.72295  0.47
O -17.78902 6.94167 7.09887  -0.61
C -18.56888 5.16360 9.06211  -0.80
H -16.05267 7.00823 9.34881  0.30
H -15.03301 6.45385 7.96008  0.31
H -15.26266 5.40039 9.25212  0.36
H -19.29689 4.50348 8.59059  0.31
H -19.19302 5.99405 9.39209  0.30
H -17.88334 4.65483 9.73982  0.28
C -20.75112 2.48974 0.39396  -0.84
S -19.86383 1.41506 -0.74140  0.50
O -19.26952 2.23136 -1.83096  -0.62
C -18.52368 0.81451 0.32827  -0.92
H -20.65849 2.19487 1.43923  0.32
H -21.80886 2.43234 0.13706  0.30
H -20.25737 3.46027 0.34515  0.30
H -18.90976 0.19637 1.13880  0.34
H -17.89000 1.61827 0.70311  0.31
H -17.86503 0.19924 -0.28471  0.31
C -37.12905 6.26531 4.55840  -0.90
S -35.59495 7.29964 4.46317  0.47
O -34.90590 7.00700 5.79219  -0.61
C -34.65714 6.28152 3.24139  -0.91
H -36.82194 5.25330 4.82225  0.31
H -37.77484 6.54741 3.72684  0.34
H -37.62163 6.54479 5.48970  0.32
H -35.21687 6.24361 2.30685  0.32
H -34.42290 5.31936 3.69689  0.30
H -33.66430 6.53731 2.87132  0.36
C -29.34293 -4.31994 11.22816  -0.85
S -28.63708 -2.95014 10.19819  0.49
O -29.58081 -1.77768 10.02534  -0.58
C -27.40982 -2.42369 11.40100  -0.93
H -29.68075 -3.84100 12.14717  0.30
H -28.39370 -4.76715 11.52324  0.29
H -30.08185 -4.99228 10.79221  0.31
H -27.88977 -1.95991 12.26278  0.33
H -26.61196 -1.77684 11.03617  0.31
H -26.91022 -3.28198 11.85029  0.33
C -30.15980 0.54101 -1.20880  -0.85
S -30.16117 -1.33462 -1.36733  0.48
O -30.41269 -1.75011 -2.76899  -0.61
C -28.32319 -1.73150 -1.11426  -0.95
H -30.64343 1.04318 -2.04668  0.31
H -29.13747 0.85578 -0.99940  0.28
H -30.63990 0.90789 -0.30160  0.34
H -28.13334 -1.44737 -0.07921  0.35
H -27.66180 -1.20631 -1.80335  0.32
H -27.99113 -2.76643 -1.19647  0.33

=====

- Among the records above, which one has the highest E_tot?
  C3H9N3O

=====

- The highest charge belongs to which entry?
  C30H34BrN2O3Ti